#1
The ion C5H8NO with charge +1. Source: the Open Molecules 2025 dataset; level of theory: the ωB97M-V functional and the def2-TZVPD basis.

Last columns: bonded neighbours and bond lengths (Å).
Cartesian coordinates (Å):
1 C 2.685 -0.018 0.109  C2 1.227, H8 1.115
2 C 1.613 -0.134 0.695  C1 1.227, C3 1.572
3 C 0.058 -0.330 0.821  C2 1.572, C4 1.619, N7 1.497, H9 1.128
4 C -0.618 -1.352 -0.237  C3 1.619, O5 1.467, H10 1.128, H11 1.130
5 O -1.215 -0.437 -1.216  C4 1.467, C6 1.426
6 C -0.787 0.897 -0.948  O5 1.426, N7 1.507, H12 1.127, H13 1.129
7 N -0.714 0.926 0.557  C3 1.497, C6 1.507, H14 1.032, H15 1.030
8 H 3.741 0.065 -0.238  C1 1.115
9 H -0.082 -0.854 1.809  C3 1.128
10 H 0.275 -1.962 -0.558  C4 1.128
11 H -1.465 -1.993 0.150  C4 1.130
12 H -1.436 1.768 -1.248  C6 1.127
13 H 0.164 0.996 -1.548  C6 1.129
14 H -1.664 0.658 0.858  N7 1.032
15 H -0.338 1.795 0.964  N7 1.030

Charge ... +1
HOMO level ... -14.77 eV
Orbital gap ... 11.171 eV
SMILES string ... C#C[C@@H]1COC[NH2+]1

=====

#2
A cluster of 2 separate species, C5H8NO in total. Source: the Open Molecules 2025 dataset; level of theory: the ωB97M-V functional and the def2-TZVPD basis.

Last columns: bonded neighbours and bond lengths (Å).
Cartesian coordinates (Å):
1 C -0.195 1.010 -0.855  N6 1.135, H8 1.233
2 C -2.503 -0.244 1.507  C3 1.341, O7 1.123
3 C -1.176 -0.135 1.349  C2 1.341, C4 1.577, H9 1.140
4 C -0.248 -1.379 1.069  C3 1.577, H10 1.103, H11 1.084, H12 1.077
5 C 2.013 0.842 -2.011  N6 1.363, H13 1.139, H14 1.065, H15 1.043
6 N 0.792 0.943 -1.412  C1 1.135, C5 1.363
7 O -3.605 -0.052 1.600  C2 1.123
8 H -0.852 0.740 0.152  C1 1.233
9 H -0.795 0.655 2.079  C3 1.140
10 H -0.274 -1.788 2.093  C4 1.103
11 H 0.689 -1.223 0.548  C4 1.084
12 H -0.780 -1.899 0.290  C4 1.077
13 H 2.177 1.874 -2.465  C5 1.139
14 H 2.054 0.019 -2.686  C5 1.065
15 H 2.704 0.638 -1.258  C5 1.043

Charge ... +1
HOMO level ... -13.98 eV
Orbital gap ... 9.943 eV

=====

#3
A cluster of 2 separate species, C5H8NO in total. Source: the Open Molecules 2025 dataset; level of theory: the ωB97M-V functional and the def2-TZVPD basis.

Last columns: bonded neighbours and bond lengths (Å).
Cartesian coordinates (Å):
1 C -0.747 1.997 -0.367  C3 1.271, H8 1.086, H9 1.079
2 C 1.955 0.751 0.964  N6 1.156, H10 1.051
3 C -0.660 0.737 -0.506  C1 1.271, C5 1.374
4 C -0.899 -1.538 0.476  C5 1.528, H11 1.085, H12 1.087, H13 1.086
5 C -0.654 -0.620 -0.721  C3 1.374, C4 1.528, H14 1.097, H15 1.150
6 N 2.158 -0.020 0.127  C2 1.156, O7 1.185
7 O 2.077 -0.756 -0.798  N6 1.185
8 H -1.721 2.474 -0.304  C1 1.086
9 H 0.072 2.698 -0.309  C1 1.079
10 H 2.131 1.322 1.828  C2 1.051
11 H -0.514 -2.532 0.268  C4 1.085
12 H -1.967 -1.623 0.665  C4 1.087
13 H -0.424 -1.155 1.374  C4 1.086
14 H -1.226 -0.917 -1.609  C5 1.097
15 H 0.417 -0.818 -1.089  C5 1.150

Charge ... +1
HOMO level ... -15.00 eV
Orbital gap ... 8.988 eV

=====

Stability check: which of them is most stable? #2.

=====

#1
A cluster of 8 separate species, C4H21NO10 in total. Source: the Open Molecules 2025 dataset; level of theory: the ωB97M-V functional and the def2-TZVPD basis.

Last columns: bonded neighbours and bond lengths (Å).
Cartesian coordinates (Å):
1 O 2.833 0.401 1.041  C2 1.198
2 C 1.814 0.781 0.538  O1 1.198, N3 1.421, C7 1.549
3 N 0.780 -0.179 0.373  C2 1.421, C4 1.413, H9 1.006
4 C -0.451 -0.062 -0.309  N3 1.413, O5 1.397, O6 1.212
5 O -1.279 -1.181 -0.180  C4 1.397, H10 1.017
6 O -0.849 0.968 -0.808  C4 1.212
7 C 1.651 2.202 -0.057  C2 1.549, C8 1.524, H11 1.117, H12 1.097
8 C 2.465 2.167 -1.345  C7 1.524, H13 1.108, H14 1.066, H15 1.127
9 H 0.894 -1.172 0.489  N3 1.006
10 H -0.796 -1.670 0.570  O5 1.017
11 H 2.243 2.888 0.595  C7 1.117
12 H 0.594 2.496 -0.095  C7 1.097
13 H 2.216 1.499 -2.193  C8 1.108
14 H 2.402 3.141 -1.772  C8 1.066
15 H 3.522 2.009 -0.988  C8 1.127
16 H -1.676 1.154 -3.568  O18 0.952
17 H -2.217 0.041 -2.613  O18 0.977
18 O -1.747 0.212 -3.452  H16 0.952, H17 0.977
19 H 3.435 -1.752 -1.564  O21 0.959
20 H 2.596 -0.807 -2.513  O21 0.974
21 O 3.327 -0.849 -1.870  H19 0.959, H20 0.974
22 H -0.830 2.732 2.212  O24 0.948
23 H -2.361 2.698 2.502  O24 0.950
24 O -1.502 2.434 2.810  H22 0.948, H23 0.950
25 H -1.898 -0.394 3.212  O27 0.993
26 H -1.293 -1.166 4.338  O27 0.951
27 O -1.668 -1.323 3.478  H25 0.993, H26 0.951
28 H 0.457 -1.150 -2.908  O30 0.959
29 H -0.805 -1.243 -3.743  O30 0.981
30 O 0.158 -1.432 -3.775  H28 0.959, H29 0.981
31 H -0.790 -2.175 2.287  O33 0.995
32 H -0.255 -3.434 1.626  O33 0.960
33 O -0.043 -2.502 1.716  H31 0.995, H32 0.960
34 H -2.941 -0.317 1.501  O36 0.941
35 H -4.070 -1.496 1.813  O36 0.941
36 O -3.811 -0.596 1.728  H34 0.941, H35 0.941

Charge ... 0
HOMO level ... -10.22 eV
Orbital gap ... 10.206 eV
SMILES string ... CCC(=O)NC(=O)O.O.O.O.O.O.O.O

=====

#2
A cluster of 8 separate species, C4H21NO10 in total. Source: the Open Molecules 2025 dataset; level of theory: the ωB97M-V functional and the def2-TZVPD basis.

Last columns: bonded neighbours and bond lengths (Å).
Cartesian coordinates (Å):
1 C 0.861 1.394 0.083  C2 1.574, N5 1.450, H9 1.085, H10 1.081
2 C 1.951 2.155 -0.760  C1 1.574, C3 1.514, H11 1.082, H12 1.091
3 C 2.851 1.190 -1.502  C2 1.514, O4 1.195, H13 1.114
4 O 2.689 0.773 -2.611  C3 1.195
5 N 0.440 0.104 -0.427  C1 1.450, C6 1.370, H14 1.018
6 C -0.309 -0.065 -1.563  N5 1.370, O7 1.339, O8 1.216
7 O -0.945 0.981 -2.104  C6 1.339, H15 0.975
8 O -0.321 -1.118 -2.170  C6 1.216
9 H 0.013 2.070 0.114  C1 1.085
10 H 1.238 1.261 1.088  C1 1.081
11 H 1.504 2.926 -1.374  C2 1.082
12 H 2.565 2.666 -0.017  C2 1.091
13 H 3.770 1.021 -0.896  C3 1.114
14 H 1.062 -0.690 -0.288  N5 1.018
15 H -0.914 1.790 -1.560  O7 0.975
16 H -2.728 3.135 -0.888  O18 0.962
17 H -2.546 2.582 0.523  O18 0.968
18 O -2.086 2.697 -0.322  H16 0.962, H17 0.968
19 H -1.878 -2.753 1.209  O21 0.960
20 H -1.114 -1.616 0.436  O21 0.963
21 O -1.882 -1.820 0.981  H19 0.960, H20 0.963
22 H -3.406 0.305 1.644  O24 0.967
23 H -3.820 0.362 0.268  O24 0.967
24 O -3.819 0.940 1.043  H22 0.967, H23 0.967
25 H -1.109 0.360 3.412  O27 0.957
26 H -0.901 0.100 1.881  O27 0.968
27 O -0.744 0.722 2.605  H25 0.957, H26 0.968
28 H 2.872 -2.295 0.315  O30 0.964
29 H 3.402 -1.555 -0.876  O30 0.964
30 O 2.577 -1.893 -0.510  H28 0.964, H29 0.964
31 H -1.120 -3.129 -1.622  O33 0.960
32 H 0.248 -3.166 -0.993  O33 0.964
33 O -0.651 -3.488 -0.864  H31 0.960, H32 0.964
34 H 1.274 -2.205 1.396  O36 0.963
35 H 0.016 -1.973 2.154  O36 0.969
36 O 0.961 -1.766 2.194  H34 0.963, H35 0.969

Charge ... 0
HOMO level ... -9.79 eV
Orbital gap ... 9.877 eV
SMILES string ... O=CCCNC(=O)O.O.O.O.O.O.O.O

=====

Stability check: which of them is most stable? #2.

=====

#1
A cluster of 2 separate species, C12H17N2 in total. Source: the Open Molecules 2025 dataset; level of theory: the ωB97M-V functional and the def2-TZVPD basis.

Last columns: bonded neighbours and bond lengths (Å).
Cartesian coordinates (Å):
1 C 1.375 -4.399 0.506  C2 1.329, C3 1.407, H15 1.041
2 C 1.180 -3.977 1.752  C1 1.329, C4 1.391, H16 1.097
3 C 0.735 -3.649 -0.498  C1 1.407, C5 1.367, H17 1.137
4 C 0.351 -2.893 2.021  C2 1.391, C6 1.345, H18 1.122
5 C -0.008 -2.532 -0.238  C3 1.367, C6 1.369, C7 1.434
6 C -0.194 -2.130 1.058  C4 1.345, C5 1.369, C9 1.539
7 C -0.416 -1.706 -1.336  C5 1.434, C8 1.294, H19 1.065
8 C -0.520 -0.425 -1.188  C7 1.294, N14 1.450, H28 1.107
9 C -0.908 -0.770 1.149  C6 1.539, N14 1.472, H20 1.120, H21 1.102
10 C 1.045 0.664 0.433  N14 1.520, H22 1.038, H23 1.101, H24 1.110
11 C -1.202 1.343 0.073  N14 1.474, H25 1.094, H26 1.077, H27 0.987
12 C -0.084 3.766 -1.287  N13 1.294, H29 1.013
13 N 0.730 4.512 -1.961  C12 1.294, H30 1.059, H31 1.035
14 N -0.351 0.141 0.136  C8 1.450, C9 1.472, C10 1.520, C11 1.474
15 H 1.903 -5.252 0.227  C1 1.041
16 H 1.525 -4.473 2.666  C2 1.097
17 H 0.965 -3.887 -1.585  C3 1.137
18 H 0.201 -2.646 3.106  C4 1.122
19 H -0.570 -2.134 -2.299  C7 1.065
20 H -1.975 -0.981 0.882  C9 1.120
21 H -0.993 -0.230 2.106  C9 1.102
22 H 0.981 0.764 1.464  C10 1.038
23 H 1.748 -0.105 0.077  C10 1.101
24 H 1.127 1.609 -0.144  C10 1.110
25 H -0.789 1.970 -0.724  C11 1.094
26 H -2.146 1.083 -0.375  C11 1.077
27 H -1.363 1.902 0.870  C11 0.987
28 H -0.818 0.291 -1.978  C8 1.107
29 H -0.753 4.301 -0.747  C12 1.013
30 H 0.775 5.564 -1.852  N13 1.059
31 H 1.506 4.140 -2.536  N13 1.035

Charge ... +1
HOMO level ... -11.65 eV
Orbital gap ... 9.050 eV

=====

#2
The ion C12H17N2 with charge +1. Source: the Open Molecules 2025 dataset; level of theory: the ωB97M-V functional and the def2-TZVPD basis.

Last columns: bonded neighbours and bond lengths (Å).
Cartesian coordinates (Å):
1 C -3.927 1.125 1.921  C2 1.401, C3 1.386, H15 1.126
2 C -3.568 1.554 0.637  C1 1.401, C4 1.371, H16 1.093
3 C -3.191 0.194 2.637  C1 1.386, C5 1.384, H17 0.979
4 C -2.474 0.970 0.052  C2 1.371, C6 1.394, H18 1.161
5 C -2.082 -0.376 2.037  C3 1.384, C6 1.434, H19 1.096
6 C -1.660 0.076 0.744  C4 1.394, C5 1.434, C8 1.415
7 C 0.990 -0.313 -1.667  N13 1.352, N14 1.283
8 C -0.480 -0.441 0.159  C6 1.415, C12 1.499, N13 1.317
9 C 1.373 -1.507 1.251  C12 1.500, H20 1.208, H21 1.198, H22 1.101
10 C 2.846 1.362 -1.328  N14 1.449, H23 1.003, H24 1.039, H25 1.142
11 C 2.950 -0.503 -2.874  N14 1.496, H26 1.107, H27 1.082, H28 1.034
12 C 0.143 -1.777 0.435  C8 1.499, C9 1.500, H29 1.201, H30 1.033
13 N 0.115 0.241 -0.798  C7 1.352, C8 1.317, H31 1.000
14 N 2.092 0.286 -1.937  C7 1.283, C10 1.449, C11 1.496
15 H -4.799 1.473 2.543  C1 1.126
16 H -4.067 2.180 -0.108  C2 1.093
17 H -3.528 -0.116 3.502  C3 0.979
18 H -2.215 1.215 -1.052  C4 1.161
19 H -1.644 -1.096 2.737  C5 1.096
20 H 1.022 -0.934 2.256  C9 1.208
21 H 2.132 -0.777 0.680  C9 1.198
22 H 1.737 -2.478 1.619  C9 1.101
23 H 2.328 1.764 -0.569  C10 1.003
24 H 3.802 1.150 -0.980  C10 1.039
25 H 2.951 2.316 -1.947  C10 1.142
26 H 3.703 0.278 -3.097  C11 1.107
27 H 3.473 -1.297 -2.356  C11 1.082
28 H 2.461 -0.878 -3.705  C11 1.034
29 H -0.627 -2.601 0.846  C12 1.201
30 H 0.462 -2.154 -0.473  C12 1.033
31 H -0.314 1.067 -1.163  N13 1.000

Charge ... +1
HOMO level (alpha / beta) ... -11.99 / -11.99 eV
Orbital gap (alpha / beta) ... 7.600 / 7.599 eV

=====

Stability check: which of them is most stable? #1.